# 1
The following is a DFT calculation (the ωB97M-V functional and the def2-TZVPD basis) of a structure of composition C31H49CuN7P2S at a distorted geometry.

Output
Expectation value of S² ... 0.757
Energy relative to the best compared isomer or geometry (same formula, charge and spin) ... 65.7 kJ/mol
LUMO (spin up / spin down) ... -5.4 / -7.4 eV
Spin multiplicity ... 2
Orbital gap (spin up / spin down) ... 8.145 / 6.330 eV
Charge ... +2

Last column: Mulliken charge in e.
Atoms and positions in Å:
Cu1 0.112 0.005 0.235  2.035
C1 1.585 2.243 4.729  -0.844
N1 1.321 2.894 3.476  0.276
C2 1.083 4.228 3.297  -0.812
C3 0.909 4.445 1.977  -0.283
N2 1.050 3.230 1.317  0.652
C4 1.295 2.279 2.273  -0.488
S1 1.496 0.623 2.124  -0.432
C5 1.081 3.072 -0.076  1.207
C6 1.154 4.207 -0.889  -1.289
C7 1.245 4.056 -2.259  -0.767
C8 1.302 2.774 -2.788  -1.329
C9 1.215 1.710 -1.914  -0.496
N3 1.070 1.840 -0.595  0.335
H1 1.119 2.804 5.536  0.347
H2 2.659 2.184 4.912  0.349
H3 1.190 1.227 4.704  0.368
H4 1.067 4.920 4.114  0.515
H5 0.681 5.366 1.486  0.438
H6 1.161 5.197 -0.470  0.417
H7 1.285 4.923 -2.900  0.465
H8 1.413 2.610 -3.847  0.527
H9 1.266 0.692 -2.276  0.576
C10 -1.530 0.463 -3.560  -1.814
P1 -1.257 -0.466 -2.001  1.041
C11 -3.006 -0.524 -1.474  -0.119
N4 -3.954 -0.665 -2.359  -0.211
C12 -5.234 -0.756 -1.974  0.174
C13 -6.280 -0.877 -2.910  -0.538
C14 -7.574 -0.935 -2.469  -0.610
C15 -7.881 -0.884 -1.095  -0.655
C16 -6.891 -0.803 -0.156  -0.381
C17 -5.549 -0.731 -0.571  0.199
N5 -4.557 -0.575 0.313  -0.288
C18 -3.331 -0.444 -0.100  -0.378
P2 -2.082 -0.035 1.166  1.138
C19 -2.584 -1.172 2.500  -1.616
C20 -2.676 1.665 1.730  1.767
C21 -1.910 1.973 3.020  -1.678
C22 -4.169 1.763 2.012  -1.768
C23 -2.274 2.617 0.599  -1.888
C24 -1.043 -2.260 -2.583  1.699
C25 -1.093 -3.115 -1.314  -1.836
C26 0.320 -2.328 -3.282  -1.705
C27 -2.120 -2.733 -3.549  -1.841
H10 -2.416 0.066 -4.056  0.530
H11 -0.661 0.380 -4.209  0.389
H12 -1.695 1.515 -3.324  0.430
H13 -6.036 -0.911 -3.960  0.487
H14 -8.382 -1.013 -3.180  0.434
H15 -8.915 -0.906 -0.787  0.428
H16 -7.102 -0.768 0.902  0.493
H17 -3.632 -1.010 2.755  0.432
H18 -1.953 -1.019 3.374  0.422
H19 -2.451 -2.193 2.141  0.451
H20 -2.409 1.531 3.879  0.392
H21 -1.861 3.049 3.180  0.491
H22 -0.900 1.571 2.975  0.128
H23 -4.466 1.092 2.815  0.409
H24 -4.770 1.545 1.135  0.376
H25 -4.396 2.778 2.331  0.507
H26 -1.268 2.384 0.243  0.161
H27 -2.294 3.649 0.941  0.535
H28 -2.952 2.529 -0.250  0.322
H29 -0.483 -2.702 -0.507  0.258
H30 -0.749 -4.126 -1.526  0.605
H31 -2.120 -3.186 -0.957  0.209
H32 1.044 -1.636 -2.848  0.301
H33 0.216 -2.078 -4.336  0.389
H34 0.727 -3.335 -3.228  0.456
H35 -3.115 -2.623 -3.128  0.326
H36 -1.962 -3.791 -3.751  0.529
H37 -2.081 -2.203 -4.496  0.392
C28 2.146 -4.473 -0.153  -1.376
C29 2.728 -3.434 0.806  1.240
C30 4.099 -2.943 0.325  -1.752
C31 2.853 -4.026 2.207  -1.855
N6 1.760 -2.327 0.908  -0.018
N7 1.755 -1.357 -0.124  -0.134
H38 2.803 -5.334 -0.216  0.551
H39 2.023 -4.074 -1.158  0.218
H40 1.178 -4.806 0.212  0.326
H41 4.826 -3.742 0.424  0.501
H42 4.442 -2.109 0.936  0.385
H43 4.087 -2.643 -0.722  0.292
H44 3.461 -4.924 2.179  0.451
H45 1.874 -4.288 2.598  0.380
H46 3.327 -3.317 2.881  0.465
H47 1.826 -1.863 1.809  0.316
H48 1.736 -1.869 -1.010  -0.111
H49 2.599 -0.769 -0.121  0.378

***

# 2
The following is a DFT calculation (the ωB97M-V functional and the def2-TZVPD basis) of a structure of composition C62H49CsI4N12O at a distorted geometry.

Output
Energy relative to the best compared isomer or geometry (same formula, charge and spin) ... 60.2 kJ/mol
LUMO ... 2.9 eV
Spin multiplicity ... 1
Orbital gap ... 4.685 eV
Charge ... -2

Last column: Mulliken charge in e.
Atoms and positions in Å:
Cs1 0.262 -0.486 -0.105  2.072
I1 0.530 8.880 6.420  -0.001
C1 0.396 7.152 5.206  -0.081
C2 0.958 5.964 5.643  -0.685
C3 0.851 4.838 4.845  -0.225
C4 0.197 4.868 3.604  -0.425
C5 -0.343 6.090 3.197  -0.232
C6 -0.257 7.226 3.990  -0.620
C7 0.099 3.612 2.821  1.215
C8 -1.190 3.127 2.518  0.741
C9 -2.438 3.826 2.813  -1.559
C10 -3.442 2.986 2.468  -1.770
C11 -2.809 1.758 2.009  0.176
C12 -3.503 0.552 1.772  2.398
C13 -4.974 0.652 1.651  -0.511
C14 -5.846 -0.051 2.488  -0.628
C15 -7.222 0.069 2.364  -0.715
C16 -7.740 0.904 1.390  -0.078
I2 -9.837 1.087 1.189  -0.011
C17 -6.912 1.622 0.546  -0.835
C18 -5.539 1.488 0.682  0.175
C19 -2.906 -0.727 1.757  0.208
N1 -1.596 -0.967 1.955  -0.455
C20 -1.438 -2.304 1.998  -0.121
C21 -0.234 -3.020 2.140  1.561
C22 -0.362 -4.470 2.439  -0.823
C23 0.124 -5.473 1.601  0.013
C24 0.019 -6.811 1.955  -0.872
C25 -0.583 -7.147 3.153  0.026
I3 -0.748 -9.183 3.707  -0.006
C26 -1.083 -6.179 4.007  -0.752
C27 -0.970 -4.848 3.640  -0.272
C28 1.076 -2.497 2.102  0.119
C29 2.305 -3.285 2.041  -1.091
C30 3.317 -2.393 1.959  -1.622
C31 2.703 -1.074 2.010  0.493
N2 1.366 -1.189 2.104  -1.173
C32 3.400 0.141 2.035  2.029
C33 2.814 1.406 2.198  -0.719
C34 3.559 2.622 2.494  -1.219
C35 2.634 3.572 2.761  -1.330
C36 1.328 2.933 2.595  0.731
N3 1.485 1.658 2.214  -0.262
C37 4.888 0.069 2.004  -0.765
C38 5.573 -0.015 0.795  -0.068
C39 6.960 -0.072 0.761  -0.553
C40 7.663 -0.049 1.952  0.002
I4 9.777 -0.123 1.920  0.002
C41 7.011 0.019 3.171  -0.708
C42 5.625 0.075 3.186  0.144
C43 -2.717 -2.971 1.769  -1.097
C44 -3.626 -1.988 1.587  -1.595
N4 -1.465 1.901 2.016  -0.404
H1 1.465 5.912 6.597  0.367
H2 1.262 3.898 5.188  0.527
H3 -0.818 6.164 2.227  0.533
H4 -0.687 8.160 3.654  0.351
H5 -2.555 4.809 3.239  0.441
H6 -4.501 3.168 2.564  0.473
H7 -5.436 -0.686 3.263  0.570
H8 -7.881 -0.476 3.026  0.365
H9 -7.325 2.269 -0.217  0.396
H10 -4.878 2.018 0.008  0.533
H11 0.574 -5.203 0.653  0.753
H12 0.409 -7.581 1.302  0.396
H13 -1.538 -6.451 4.950  0.363
H14 -1.347 -4.071 4.292  0.492
H15 2.389 -4.359 2.061  0.538
H16 4.373 -2.603 1.881  0.419
H17 4.635 2.708 2.520  0.436
H18 2.810 4.611 2.997  0.509
H19 5.012 -0.041 -0.132  0.498
H20 7.481 -0.139 -0.185  0.422
H21 7.569 0.021 4.098  0.352
H22 5.100 0.129 4.132  0.497
H23 -2.882 -4.037 1.718  0.494
H24 -4.672 -2.107 1.356  0.585
C45 -2.251 -2.607 -4.142  -1.139
N5 -1.367 -1.710 -4.859  0.426
C46 -1.778 -1.337 -6.207  -1.049
C47 -0.665 -0.782 -4.112  -0.739
N6 -0.756 -0.548 -2.874  0.401
N7 0.294 -0.091 -4.888  -0.010
C48 0.798 1.144 -4.479  0.143
N8 2.178 1.216 -4.533  -0.598
N9 0.005 2.113 -4.228  -0.351
H25 -2.468 -3.464 -4.783  0.397
H26 -3.190 -2.126 -3.851  0.346
H27 -1.740 -2.974 -3.252  0.233
H28 -2.506 -2.063 -6.563  0.419
H29 -0.930 -1.332 -6.894  0.298
H30 -2.246 -0.348 -6.226  0.256
H31 -1.592 -0.926 -2.443  0.115
H32 0.969 -0.708 -5.320  0.311
H33 2.669 0.370 -4.272  0.177
H34 2.558 2.024 -4.070  0.278
H35 0.513 2.934 -3.913  0.119
C49 -2.106 4.678 -2.806  -1.174
N10 -2.653 3.349 -2.767  0.249
C50 -3.266 2.720 -3.907  -0.566
C51 -3.469 1.281 -3.376  0.330
O1 -4.004 0.400 -4.028  -0.759
N11 -2.965 1.205 -2.120  -0.172
C52 -2.448 2.389 -1.825  0.717
N12 -1.787 2.640 -0.703  0.572
H36 -1.721 4.884 -3.806  0.352
H37 -1.280 4.777 -2.102  0.376
H38 -2.862 5.432 -2.563  0.289
H39 -2.605 2.726 -4.778  0.300
H40 -4.227 3.170 -4.173  0.383
H41 -1.706 1.952 0.044  -1.081
H42 -1.557 3.580 -0.436  0.129
C53 5.107 -2.951 -4.974  -0.406
C54 5.188 -1.809 -4.152  -0.761
C55 4.234 -1.589 -3.191  -0.844
C56 3.142 -2.472 -2.983  -0.835
C57 2.180 -2.183 -1.956  1.080
C58 1.219 -3.173 -1.801  0.267
C59 1.148 -4.341 -2.588  -0.341
C60 2.052 -4.569 -3.594  -1.105
C61 3.087 -3.637 -3.816  1.119
C62 4.080 -3.840 -4.807  -0.876
H43 5.872 -3.131 -5.722  0.363
H44 6.009 -1.112 -4.284  0.391
H45 4.303 -0.724 -2.539  0.534
H46 0.461 -3.057 -1.022  -0.696
H47 0.363 -5.073 -2.407  0.390
H48 1.996 -5.463 -4.207  0.263
H49 4.023 -4.730 -5.428  0.353

***

# 3
The following is a DFT calculation (the ωB97M-V functional and the def2-TZVPD basis) of a cluster of 2 separate species, C4H4NOS in total at a distorted geometry.

Output
Energy relative to the best compared isomer or geometry (same formula, charge and spin) ... 153.5 kJ/mol
LUMO (spin up / spin down) ... 3.4 / 3.4 eV
Spin multiplicity ... 1
Orbital gap (spin up / spin down) ... 6.428 / 6.428 eV
Charge ... -1

Last column: Mulliken charge in e.
Atoms and positions in Å:
C1 -1.038 0.631 1.264  0.458
C2 1.360 1.317 -0.674  0.473
C3 -0.432 -1.250 -0.366  -0.963
C4 -0.059 -0.158 0.616  -0.450
N1 -1.842 1.279 1.839  -0.630
O1 2.381 1.395 -0.071  -0.475
S1 0.632 1.560 -2.084  -0.397
H1 -0.919 -0.697 -1.183  0.232
H2 -1.271 -1.938 0.014  0.280
H3 0.374 -1.921 -0.753  0.254
H4 0.815 -0.218 1.397  0.219

***

# 4
The following is a DFT calculation (the ωB97M-V functional and the def2-TZVPD basis) of a structure of composition C3H5O3Tl at a distorted geometry.

Output
Expectation value of S² ... 0.762
Energy relative to the best compared isomer or geometry (same formula, charge and spin) ... 468.3 kJ/mol
LUMO (spin up / spin down) ... -5.7 / -6.2 eV
Spin multiplicity ... 2
Orbital gap (spin up / spin down) ... 6.963 / 8.414 eV
Charge ... +1

Last column: Mulliken charge in e.
Atoms and positions in Å:
H1 -1.761 -1.688 0.541  0.275
C1 -0.952 -0.988 0.332  -0.518
C2 -1.037 -0.338 -0.862  0.020
O1 -0.789 0.971 -1.100  -0.180
C3 0.427 1.431 -0.655  0.179
O2 0.591 2.651 -1.227  -0.378
Tl1 1.193 0.246 0.907  0.928
O3 1.835 -1.469 1.252  -0.632
H2 -0.308 -1.197 1.183  0.210
H3 1.491 -2.131 1.852  0.352
H4 -1.724 -0.720 -1.622  0.358
H5 1.033 3.232 -0.602  0.387